Record 1
Density functional theory data (the ωB97M-V functional and the def2-TZVPD basis) for C29H25CrO5S as an isolated structure.

As for the net charge: +2. For the HOMO-LUMO gap (spin up / spin down), the calculation gives 7.0 / 4.8 eV. The multiplicity is 4. The maximum force comes out at 5.183 eV/Å. The energy above the lowest of the compared OMol25 structures with the same formula, charge and spin is 0.0000 eV.

Cartesian coordinates (Å):
C (-7.738042, -4.621872, 0.387307)
O (-7.280586, -3.246862, 0.383500)
C (-5.940755, -3.024233, 0.380274)
C (-5.480095, -1.678644, 0.379542)
C (-4.125377, -1.407576, 0.386808)
C (-3.170562, -2.446694, 0.394974)
C (-1.701882, -2.101721, 0.408914)
C (-0.788369, -3.193215, 0.386995)
S (0.901455, -2.950108, 0.377646)
C (1.348504, -4.050680, 1.779200)
C (1.347154, -4.113532, -0.971555)
O (-1.327851, -0.908171, 0.428149)
C (-3.641132, -3.770146, 0.388521)
C (-4.995459, -4.073525, 0.381775)
H (-8.821002, -4.520391, 0.389195)
H (-7.403410, -5.163729, -0.509122)
H (-7.399955, -5.160152, 1.284609)
H (-6.217294, -0.879326, 0.375310)
H (-3.796886, -0.368004, 0.384408)
H (-1.101571, -4.235920, 0.350340)
H (2.437148, -4.006624, 1.870146)
H (0.872490, -3.639222, 2.673616)
H (1.007154, -5.074334, 1.591157)
H (2.435673, -4.075008, -1.065251)
H (1.006487, -5.128133, -0.739679)
H (0.874149, -3.742532, -1.884819)
H (-2.936858, -4.597001, 0.388317)
H (-5.316113, -5.116056, 0.380904)
O (4.441689, 6.788590, -1.682635)
C (4.544956, 5.626781, -1.650224)
Cr (4.749133, 3.746083, -1.522882)
C (4.022360, 3.843009, 0.210924)
O (3.602878, 3.930439, 1.295976)
C (6.450938, 3.999712, -0.740540)
O (7.504466, 4.124947, -0.257633)
C (5.341154, 3.269340, -3.559346)
C (4.004684, 3.691716, -3.538775)
C (3.090396, 3.093180, -2.666393)
C (3.467354, 2.007787, -1.839194)
C (2.573105, 1.529779, -0.800678)
C (1.796944, 1.343663, 0.134777)
C (0.970203, 0.983991, 1.152353)
C (-0.113780, 1.820625, 1.558130)
C (-0.903377, 1.524267, 2.703499)
C (-1.976555, 2.334579, 3.061682)
C (-2.298055, 3.467789, 2.291378)
C (-1.508939, 3.800436, 1.180181)
C (-0.422145, 3.001795, 0.826537)
C (4.835003, 1.653235, -1.819089)
C (5.750420, 2.244165, -2.695177)
H (6.065865, 3.770862, -4.205882)
H (3.679428, 4.522022, -4.167014)
H (2.075709, 3.487634, -2.579104)
H (1.125299, 0.062492, 1.709512)
H (-0.639860, 0.640773, 3.291607)
H (-2.571593, 2.084909, 3.943582)
H (-3.156168, 4.089171, 2.556315)
H (-1.735260, 4.684264, 0.580343)
H (0.218262, 3.254288, -0.020645)
H (5.172575, 0.936058, -1.067785)
H (6.795891, 1.935032, -2.664955)

Atomic forces in eV per Å
0.0 0.3 0.0
1.3 -0.1 0.0
-0.2 -0.4 0.0
-0.1 -0.5 0.0
-0.2 0.1 0.0
0.6 0.0 0.0
-2.1 2.1 0.0
-0.5 -0.9 -0.1
0.9 -1.0 0.0
0.1 0.3 0.0
0.1 0.4 0.0
0.3 -1.8 0.0
-0.1 0.0 0.0
0.0 0.2 0.0
0.1 -0.2 0.0
-0.1 0.3 0.2
-0.1 0.3 -0.2
0.2 -0.2 0.0
0.0 -0.3 0.0
0.1 0.3 0.0
-0.2 0.0 0.0
0.1 0.0 -0.1
0.0 0.3 -0.1
-0.2 -0.1 0.0
0.0 0.3 0.1
0.1 0.0 0.2
-0.3 0.0 0.0
0.2 0.4 0.0
0.3 -4.2 0.0
-0.5 4.8 -0.2
1.0 1.2 0.1
-2.0 0.2 4.8
1.5 -0.3 -3.9
4.4 0.4 1.9
-3.7 -0.4 -1.7
0.7 0.3 -0.9
-0.2 0.2 -0.5
-1.7 0.0 -0.2
-0.7 0.0 1.4
-0.1 0.3 -0.4
1.4 -0.5 -1.5
-0.9 0.2 1.0
-0.6 0.7 0.2
0.1 0.0 -0.3
0.1 0.0 -0.2
0.2 -0.3 0.0
0.3 -0.2 -0.1
-0.2 -0.2 0.3
0.2 -1.7 0.7
0.5 -0.3 -0.2
-0.3 -0.2 0.3
0.1 -0.2 0.2
0.3 -0.2 -0.2
0.2 0.2 -0.2
-0.2 0.3 -0.1
0.2 0.1 -0.3
0.3 -0.2 0.0
0.0 -0.3 0.3
-0.3 0.0 0.2
-0.1 0.1 -0.4
-0.3 0.2 0.0

Record 2
Density functional theory data (the ωB97M-V functional and the def2-TZVPD basis) for an isolated ion of composition C11H9O3 and charge -1.

As for the net charge: -1. For the HOMO-LUMO gap, the calculation gives 5.3 eV. The maximum force comes out at 2.953 eV/Å. The energy above the lowest of the compared OMol25 structures with the same formula, charge and spin is 0.5157 eV.

Cartesian coordinates (Å):
C (2.042958, 2.175571, 1.133396)
C (0.870626, 2.634942, 0.541924)
C (2.148788, 0.817204, 1.420086)
C (-0.181771, 1.794100, 0.286112)
C (1.127708, -0.049841, 1.129348)
C (-0.100184, 0.398002, 0.561347)
C (0.242575, -2.284821, -1.669800)
C (0.144749, -1.233577, -2.431871)
C (-0.344240, -2.679694, -0.353753)
C (-1.160630, -0.463433, 0.316758)
C (-2.539500, -0.078074, -0.140986)
O (0.024430, -0.294512, -3.136843)
O (-0.220630, -3.842211, -0.007434)
O (-0.990559, -1.858376, 0.460183)
H (2.852963, 2.851399, 1.374150)
H (0.785599, 3.683102, 0.270240)
H (3.055550, 0.442128, 1.882887)
H (-1.084393, 2.185877, -0.164899)
H (1.234350, -1.102893, 1.364902)
H (0.796655, -3.130176, -2.057557)
H (-3.047500, -0.959275, -0.534690)
H (-2.512843, 0.678144, -0.928053)
H (-3.144701, 0.316416, 0.684551)

Atomic forces in eV per Å
0.4 0.3 0.1
0.1 0.2 0.1
0.0 0.0 0.0
-0.3 0.1 -0.2
0.3 -0.4 0.1
-0.5 -0.6 0.1
0.2 -1.0 0.5
-1.0 2.7 -0.5
0.0 -0.4 0.3
0.1 0.3 -1.7
0.5 -0.2 0.3
0.5 -1.7 0.9
0.1 0.3 -0.3
0.0 -0.1 0.6
0.0 0.1 -0.1
0.0 0.0 0.1
0.0 -0.1 0.0
0.0 0.1 0.0
0.0 0.0 0.0
0.1 0.1 -0.2
-0.1 0.0 0.0
-0.1 0.1 -0.1
-0.2 0.1 0.0

Record 3
Density functional theory data (the ωB97M-V functional and the def2-TZVPD basis) for C7H16O3 as an isolated structure.

For the HOMO-LUMO gap, the calculation gives 7.9 eV. The maximum force comes out at 6.009 eV/Å. The energy above the lowest of the compared OMol25 structures with the same formula, charge and spin is 3.9592 eV.

Cartesian coordinates (Å):
C (-0.297953, -0.240222, -0.228302)
C (-0.607126, 1.879144, 1.312617)
C (0.721880, 0.527491, 0.408061)
C (1.146664, -1.353390, -1.065569)
C (-1.090102, -1.206559, 0.619226)
C (-1.045861, 0.293202, -1.430529)
C (2.083266, -2.111324, -0.158115)
O (-1.758981, 1.656276, 2.090026)
O (-0.887846, 2.746350, 0.211726)
O (1.484089, 1.472927, -0.215788)
H (-1.130833, 3.624968, 0.547794)
H (-2.390739, 1.161625, 1.552641)
H (0.979959, 1.868804, -0.959844)
H (0.080637, 2.400678, 1.987636)
H (1.244597, 0.055260, 1.236373)
H (1.662695, -0.723847, -1.789438)
H (0.465119, -2.014387, -1.602203)
H (-2.021753, -0.742017, 0.952182)
H (-1.388601, -2.079573, 0.031475)
H (-0.527152, -1.547719, 1.489198)
H (-1.481406, -0.529476, -2.003251)
H (-0.387552, 0.871418, -2.081030)
H (-1.863340, 0.949560, -1.126224)
H (1.550198, -2.579283, 0.674853)
H (2.594972, -2.916530, -0.701061)
H (2.865169, -1.463374, 0.247547)

Atomic forces in eV per Å
3.1 -3.6 -3.0
1.9 0.3 0.0
-3.2 4.2 2.8
-2.6 0.4 0.0
0.1 0.2 -0.1
0.1 0.1 0.3
0.0 0.2 0.2
0.2 -0.5 -0.5
-0.1 -0.2 0.1
0.0 -0.7 -0.9
0.1 -0.4 0.0
0.0 0.1 0.1
0.3 -0.3 0.8
0.0 -0.1 0.0
0.0 0.1 -0.2
-0.1 0.2 0.2
0.2 -0.2 -0.1
0.1 0.0 0.2
0.1 0.1 0.0
-0.1 0.1 0.0
0.2 0.0 0.0
-0.1 -0.1 -0.1
0.0 0.0 0.0
0.1 0.0 0.0
-0.1 0.1 0.0
-0.1 0.0 0.1

Question: Among the records above, which one has the highest maximum force?
Answer: C7H16O3